Record 1
Molecular formula: C3H7N3O
Method: DFT, ωB97M-V/def2-TZVPD

Element x y z (Å)
C (1.75504, 1.03707, -0.52879)
N (1.65666, -0.37772, -0.76491)
C (0.97797, -1.22202, -0.22495)
N (0.40768, -2.26115, 0.17636)
C (-1.24294, 0.05734, 0.25280)
O (-1.89789, -0.98575, 0.73065)
N (-2.05365, 1.10939, 0.16992)
H (2.49756, 1.25622, 0.24642)
H (0.77796, 1.41530, -0.20465)
H (2.06609, 1.52904, -1.45334)
H (-1.23852, -1.72407, 0.68113)
H (1.01689, -2.87305, 0.70714)
H (-1.68668, 1.96490, -0.21146)
H (-3.03617, 1.07450, 0.42366)

Cartesian forces (eV/Å) of the 3 atoms listed first:
0.05 0.21 0.03
-0.43 -0.55 0.22
0.46 -0.04 -0.18

Calculated values
E_LUMO: 1.03 eV
Net charge: 0
Frontier orbital gap: 9.659 eV
HOMO: -8.63 eV

=====

Record 2
Molecular formula: C3H7N3O
Method: DFT, ωB97M-V/def2-TZVPD

Element x y z (Å)
H (-0.50973, -2.07814, 1.75945)
N (0.06013, -1.31825, 1.42298)
C (-0.55146, -0.41882, 0.79241)
C (-2.01222, -0.36816, 0.42168)
N (0.13159, 0.80670, 0.44203)
C (1.32541, 0.51175, -0.16087)
N (1.51919, 0.92364, -1.35598)
O (2.78004, 0.60343, -1.87290)
H (-2.47522, 0.54698, 0.76685)
H (-2.12076, -0.43014, -0.66615)
H (-2.54622, -1.19213, 0.87822)
H (-0.42674, 1.46000, -0.10217)
H (1.98546, -0.16202, 0.37134)
H (2.84053, 1.11517, -2.69691)

Cartesian forces (eV/Å) of the 3 atoms listed first:
-0.36 -0.17 -0.36
0.69 0.28 0.05
-0.92 1.28 0.63

Calculated values
E_LUMO: 0.94 eV
Net charge: 0
Frontier orbital gap: 9.870 eV
SMILES string: [H]/N=C(\C)N/C=N/O
HOMO: -8.93 eV

=====

Record 3
Molecular formula: C3H7N3O
Method: DFT, ωB97M-V/def2-TZVPD

Element x y z (Å)
C (1.30890, -0.13353, -1.85309)
N (0.34419, -0.69262, -1.20202)
N (-0.24447, 0.14723, -0.31641)
N (-1.39124, 0.74313, -0.82889)
C (-0.13949, -0.07634, 1.05811)
C (0.91090, -0.63208, 1.67135)
O (-1.20618, 0.29641, 1.85313)
H (1.62463, 0.91177, -1.69127)
H (1.86566, -0.71234, -2.60569)
H (-1.67396, 1.54741, -0.27532)
H (-2.13723, 0.05750, -0.90521)
H (1.77946, -0.95651, 1.11146)
H (0.91426, -0.77355, 2.74520)
H (-1.95542, 0.27351, 1.23867)

Cartesian forces (eV/Å) of the 3 atoms listed first:
-0.67 -0.46 0.44
2.69 -0.96 -2.16
-0.88 2.59 2.22

Calculated values
E_LUMO: 0.58 eV
Net charge: 0
Frontier orbital gap: 8.208 eV
SMILES string: C=NN(N)C(=C)O
HOMO: -7.62 eV

=====

Record 4
Molecular formula: C3H7N3O
Method: DFT, ωB97M-V/def2-TZVPD

Element x y z (Å)
O (-1.60988, 1.87240, -0.10478)
N (-0.93269, 1.06188, 0.78674)
C (-0.04361, 0.18057, 0.28646)
N (0.69196, -0.39040, 1.14151)
C (1.42028, -1.48573, 0.29844)
C (0.60839, -1.41266, -1.07368)
N (0.04834, 0.01566, -1.11503)
H (-0.90069, 2.34232, -0.38689)
H (-0.99329, 1.32191, 1.89774)
H (1.26396, -2.41094, 0.91043)
H (2.42969, -1.31999, 0.24598)
H (-0.03079, -2.25007, -1.14482)
H (1.38894, -1.42983, -1.73349)
H (-0.84228, 0.26431, -1.71060)

Cartesian forces (eV/Å) of the 3 atoms listed first:
-2.77 -1.87 1.38
-1.60 0.90 3.94
-0.67 1.53 0.68

Calculated values
E_LUMO: 0.91 eV
Net charge: 0
Frontier orbital gap: 9.196 eV
SMILES string: ONC1=NCCN1
HOMO: -8.29 eV

=====

Record 5
Molecular formula: C3H7N3O
Method: DFT, ωB97M-V/def2-TZVPD

Element x y z (Å)
C (3.06050, 0.45246, 0.09427)
N (1.77008, 0.45445, -0.55144)
N (0.82996, 0.06632, 0.16489)
N (-0.39798, 0.15005, -0.02994)
C (-1.37194, -0.63186, -0.27202)
C (-2.80426, -0.26980, -0.01256)
O (-3.12502, 1.10302, -0.00624)
H (3.81523, 0.35090, -0.68362)
H (3.20662, 1.41490, 0.59120)
H (3.16866, -0.35256, 0.82645)
H (-1.20651, -1.63865, -0.64939)
H (-3.42762, -0.77329, -0.76273)
H (-3.08853, -0.68357, 0.96880)
H (-2.33581, 1.60220, -0.24438)

Cartesian forces (eV/Å) of the 3 atoms listed first:
0.18 -0.35 0.28
-1.96 0.37 -0.84
3.85 -1.02 1.41

Calculated values
E_LUMO: 0.71 eV
Net charge: 0
Frontier orbital gap: 9.526 eV
SMILES string: C/N=N/N=C/CO
HOMO: -8.82 eV

=====

Record 6
Molecular formula: C3H7N3O
Method: DFT, ωB97M-V/def2-TZVPD

Element x y z (Å)
C (0.43534, -1.74951, 0.47125)
C (0.43107, -0.22446, 0.08819)
C (-1.89283, 0.19310, 0.18259)
H (-0.19512, -2.40968, -0.25162)
H (1.36981, -2.21573, 0.38179)
H (0.04325, -1.81876, 1.36875)
H (-0.42705, 1.58261, -0.65627)
H (-2.09195, -1.08331, 0.16358)
H (0.54826, 1.97928, 0.19137)
H (2.50981, 2.28914, -0.52540)
N (-0.61450, 0.54935, -0.30451)
N (1.50435, 0.18331, -0.59656)
N (1.23393, 1.70763, -0.84838)
O (-2.85436, 1.01702, 0.33523)

Cartesian forces (eV/Å) of the 3 atoms listed first:
-1.42 1.28 -5.40
3.91 -1.91 -5.72
-3.88 0.74 -0.92

Calculated values
E_LUMO: 0.06 eV
Net charge: 0
Frontier orbital gap: 9.154 eV
HOMO: -9.09 eV

=====

Record 7
Molecular formula: C3H7N3O
Method: DFT, ωB97M-V/def2-TZVPD

Element x y z (Å)
C (-0.93705, -1.20226, -1.12416)
N (-0.68484, -0.90749, 0.26483)
N (0.90718, -0.95028, 0.97235)
C (0.11443, 0.17299, 0.57669)
C (0.67873, 1.15733, -0.40851)
N (-0.25712, 0.79782, 2.02336)
O (0.05181, 1.92895, 2.20759)
H (-0.02055, -1.53044, -1.62671)
H (-1.32506, -0.33290, -1.65981)
H (-1.66965, -2.00814, -1.16612)
H (0.65782, -1.32918, 1.88598)
H (1.29613, 1.87820, 0.12390)
H (1.31298, 0.65259, -1.13515)
H (-0.12482, 1.67281, -0.93424)

Cartesian forces (eV/Å) of the 3 atoms listed first:
0.90 -0.74 -0.36
0.93 0.20 1.97
-1.42 -1.14 -2.70

Calculated values
E_LUMO: 0.11 eV
Net charge: 0
Frontier orbital gap: 8.862 eV
SMILES string: CN1N[C@]1(C)N=O
HOMO: -8.75 eV

=====

Record 8
Molecular formula: C3H7N3O
Method: DFT, ωB97M-V/def2-TZVPD

Element x y z (Å)
C (-0.68711, -1.62339, -0.35770)
C (0.42783, 0.60662, 0.31039)
C (1.48424, -0.28284, -0.01281)
N (-1.88849, 0.80502, 0.54546)
O (0.57901, 1.94466, 0.23636)
N (-0.74049, 0.04496, 0.52424)
N (2.47509, 0.08298, -0.70157)
H (1.44152, 2.07927, -0.20743)
H (-1.76167, 1.77070, 0.25280)
H (-2.33456, 0.74870, 1.45165)
H (3.29402, -0.52189, -0.64865)
H (-0.21086, -2.33032, 0.30603)
H (-0.31017, -1.64377, -1.37373)
H (-1.76835, -1.68070, -0.32504)

Cartesian forces (eV/Å) of the 3 atoms listed first:
-1.11 1.64 1.33
0.30 0.31 -2.08
0.57 -0.59 1.51

Calculated values
E_LUMO (spin up / spin down): 0.55 / 0.55 eV
Net charge: 0
Frontier orbital gap (spin up / spin down): 7.277 / 7.274 eV
HOMO (spin up / spin down): -6.73 / -6.72 eV

=====

Record 9
Molecular formula: C3H7N3O
Method: DFT, ωB97M-V/def2-TZVPD

Element x y z (Å)
C (2.00451, 0.48010, -0.25634)
N (0.97970, -0.10496, 0.60093)
C (-0.01480, -0.77211, -0.04622)
O (0.05712, -1.06774, -1.23446)
N (-1.27466, -1.12886, 0.54654)
C (-1.96723, -0.30468, -0.44693)
N (-1.61116, 0.90738, -0.35563)
H (1.93757, -0.02140, -1.22013)
H (3.00066, 0.33251, 0.16303)
H (1.83622, 1.55007, -0.42632)
H (0.76721, 0.40185, 1.44699)
H (-1.51103, -0.74695, 1.46107)
H (-2.56741, -0.83614, -1.19350)
H (-1.69539, 1.47313, -1.18730)

Cartesian forces (eV/Å) of the 3 atoms listed first:
0.21 0.03 -0.04
-0.18 -0.20 0.01
0.69 -1.02 -0.24

Calculated values
E_LUMO: 1.06 eV
Net charge: 0
Frontier orbital gap: 10.803 eV
HOMO: -9.75 eV

=====

Record 10
Molecular formula: C3H7N3O
Method: DFT, ωB97M-V/def2-TZVPD

Element x y z (Å)
H (2.98121, 0.81189, 1.46660)
N (2.65643, 0.06997, 0.84180)
C (1.38988, 0.09852, 0.78719)
O (0.69264, 1.24930, 1.30575)
C (0.47522, -0.77277, 0.10819)
C (-0.66338, -0.29257, -0.48365)
N (-0.74561, 0.90173, -1.13302)
N (-1.73552, -1.11835, -0.66044)
H (-0.20012, 1.03269, 1.61943)
H (0.66176, -1.83428, 0.21561)
H (-0.02777, 1.58323, -0.91072)
H (-1.68079, 1.29416, -1.15956)
H (-1.55254, -2.10030, -0.48432)
H (-2.25142, -0.92321, -1.51286)

Cartesian forces (eV/Å) of the 3 atoms listed first:
-0.02 -0.09 -0.19
-0.62 -0.25 0.45
-0.24 2.04 -0.18

Calculated values
E_LUMO: 0.62 eV
Net charge: 0
Frontier orbital gap: 8.659 eV
SMILES string: [H]/N=C(\O)C=C(N)N
HOMO: -8.04 eV

=====

Record 11
Molecular formula: C3H7N3O2
Method: DFT, ωB97M-V/def2-TZVPD

Element x y z (Å)
C (-0.52049, -0.90830, -0.15496)
C (0.79745, -0.68589, 0.07430)
N (-2.16060, 0.65417, 0.52377)
N (1.56335, 1.56323, -0.54642)
C (0.73375, 0.76997, 0.20660)
O (-1.30731, -2.01898, -0.14387)
O (1.88274, -1.46968, -0.29265)
N (-1.04311, 0.35384, -0.29223)
H (-0.76376, -2.77423, 0.11162)
H (2.57024, -1.37614, 0.37610)
H (-2.53186, -0.16837, 0.99324)
H (-2.88321, 1.05964, -0.05835)
H (1.76250, 1.23379, -1.47976)
H (1.43479, 2.56055, -0.48128)
H (0.46551, 1.20642, 1.16390)

Cartesian forces (eV/Å) of the 3 atoms listed first:
0.13 -0.11 0.41
-0.14 -0.18 -0.25
0.10 -0.05 0.05

Calculated values
E_LUMO: 0.75 eV
Net charge: 0
Frontier orbital gap: 8.207 eV
HOMO: -7.46 eV

=====

Record 12
Molecular formula: C3H7N3O2
Method: DFT, ωB97M-V/def2-TZVPD

Element x y z (Å)
H (0.23931, 2.42805, -0.12703)
N (1.06532, 1.83835, -0.19394)
C (0.87484, 0.61556, -0.10235)
C (2.14136, -0.36792, 0.01326)
N (-0.26241, -0.11982, 0.18287)
N (-0.29590, -1.49955, -0.04276)
C (-1.58618, 0.63344, 0.10204)
O (-1.76948, 1.82450, 0.11012)
O (-2.62055, -0.24931, 0.06583)
H (2.16459, -0.94733, -0.90486)
H (3.00898, 0.27620, 0.09846)
H (2.08230, -1.02547, 0.87412)
H (-0.79416, -1.70772, -0.90514)
H (-0.79391, -1.94506, 0.72374)
H (-3.45412, 0.24608, 0.10562)

Cartesian forces (eV/Å) of the 3 atoms listed first:
-0.06 -0.28 -0.15
-0.03 1.45 -0.26
3.16 -2.87 1.44

Calculated values
E_LUMO: 0.38 eV
Net charge: 0
Frontier orbital gap: 9.841 eV
SMILES string: [H]/N=C(/C)N(N)C(=O)O
HOMO: -9.46 eV

=====

Record 13
Molecular formula: C3H7N3O2
Method: DFT, ωB97M-V/def2-TZVPD

Element x y z (Å)
C (-2.42240, -0.92749, -0.53312)
C (-1.06998, -0.93347, -0.46431)
C (-0.34266, -0.25622, 0.67157)
N (0.92294, 0.43504, 0.15886)
N (0.84331, 2.01486, 0.19558)
N (2.02738, -0.16102, -0.11770)
O (1.97000, -1.34747, -0.26928)
O (3.00558, 0.51127, -0.22542)
H (-3.10445, -1.62092, -1.01287)
H (-2.97323, -0.29949, 0.17974)
H (-0.34327, -1.41174, -1.08598)
H (-0.22277, -1.01059, 1.42873)
H (-1.00084, 0.56354, 1.27502)
H (1.01157, 2.18026, -0.79563)
H (1.69880, 2.26343, 0.59481)

Cartesian forces (eV/Å) of the 3 atoms listed first:
0.96 -0.08 1.12
-1.70 0.80 0.63
-1.16 2.65 0.05

Calculated values
E_LUMO: 0.87 eV
Net charge: 0
Frontier orbital gap: 10.888 eV
SMILES string: C=CCN(N)[N+](=O)[O-]
HOMO: -10.02 eV

=====

Record 14
Molecular formula: C3H7N3O2
Method: DFT, ωB97M-V/def2-TZVPD

Element x y z (Å)
H (-0.07888, -1.94515, 0.87944)
N (0.54744, -1.85581, 0.00237)
C (1.00613, -0.70241, -0.21250)
N (1.88242, -0.45415, -1.25486)
C (0.56010, 0.53365, 0.21723)
N (-0.97723, 0.57099, 0.34894)
O (-1.37705, -0.11523, -0.84652)
C (-1.69667, 0.97073, 1.43429)
O (-1.48234, 1.58381, 2.43290)
H (1.51929, 0.36291, -1.75501)
H (2.15366, -1.06939, -2.26269)
H (0.79031, 0.93522, 1.31847)
H (0.85302, 1.34670, -0.40122)
H (-1.00389, -1.01715, -1.00414)
H (-2.69630, 0.85526, 1.10331)

Cartesian forces (eV/Å) of the 3 atoms listed first:
1.29 0.60 -1.76
-0.95 -1.59 2.43
1.23 -3.61 -2.66

Calculated values
E_LUMO: 0.35 eV
Net charge: 0
Frontier orbital gap: 10.386 eV
SMILES string: [H]/N=C(/N)CN(O)C=O
HOMO: -10.03 eV

=====

Record 15
Molecular formula: C3H7N3O2
Method: DFT, ωB97M-V/def2-TZVPD

Element x y z (Å)
C (-0.09112, -0.87785, 0.61667)
N (0.60166, -2.03119, 0.46313)
O (0.10540, -0.18919, 1.75582)
O (-1.28679, -0.81214, 0.06743)
H (1.05379, -0.03416, 1.88394)
H (0.46506, -2.53831, -0.39709)
H (1.46568, -2.17245, 0.96190)
C (-1.23269, 0.51492, -0.63896)
C (0.68413, 0.53487, -0.77444)
N (-1.71728, 1.51203, 0.01824)
N (1.34200, 1.55639, -0.40969)
H (-1.84484, 2.31741, -0.59120)
H (0.80615, 2.04259, 0.32809)
H (-1.44183, 0.24929, -1.68402)
H (1.09069, -0.07221, -1.59983)

Cartesian forces (eV/Å) of the 3 atoms listed first:
0.14 0.70 -0.32
-0.12 0.18 -0.17
0.03 -0.10 -0.32

Calculated values
E_LUMO (spin up / spin down): -0.08 / -0.08 eV
Net charge: 0
Frontier orbital gap (spin up / spin down): 7.539 / 7.541 eV
HOMO (spin up / spin down): -7.61 / -7.62 eV

=====

Record 16
Molecular formula: C3H7N3O2
Method: DFT, ωB97M-V/def2-TZVPD

Element x y z (Å)
C (-1.21770, 1.87355, -0.20735)
N (-0.09990, 0.99998, -0.06906)
C (-0.07103, -0.36700, -0.10036)
N (1.07910, -1.13153, -0.20738)
C (2.22952, -0.51300, 0.00232)
O (2.36928, 0.65243, 0.37252)
N (-1.25073, -0.98898, -0.40264)
O (-2.22387, -0.88552, 0.60291)
H (-0.80450, 2.80204, -0.64770)
H (-2.01545, 1.39333, -0.90822)
H (-1.79057, 1.91193, 0.79438)
H (0.77728, 1.45919, 0.33473)
H (3.01999, -1.18416, -0.36569)
H (-0.93786, -2.04092, -0.61154)
H (-3.15619, -0.59427, 0.18651)

Cartesian forces (eV/Å) of the 3 atoms listed first:
-2.72 -1.26 -0.05
2.09 -0.97 1.57
2.39 1.71 -1.04

Calculated values
E_LUMO: 0.18 eV
Net charge: 0
Frontier orbital gap: 9.506 eV
SMILES string: CN/C(=N\C=O)NO
HOMO: -9.32 eV

=====

Record 17
Molecular formula: C3H7N3O2
Method: DFT, ωB97M-V/def2-TZVPD

Element x y z (Å)
C (-1.76005, 1.58466, 0.31995)
C (1.59069, -1.88419, -0.00071)
N (0.70451, -0.79031, 0.30874)
C (0.86490, 0.42207, 0.02883)
O (-1.03779, 0.73702, -0.53560)
N (-1.28075, -1.03508, -0.09042)
N (1.50483, 1.46934, 0.08495)
O (-1.38527, -1.68947, -1.01724)
H (1.25528, 2.22471, -0.53897)
H (-1.09602, 2.23644, 0.90204)
H (-2.42915, 2.22598, -0.26428)
H (-2.36584, 1.04089, 1.05754)
H (1.07901, -2.57479, -0.68232)
H (1.84652, -2.42642, 0.91104)
H (2.50912, -1.54084, -0.48355)

Cartesian forces (eV/Å) of the 3 atoms listed first:
-0.02 0.12 0.00
0.12 0.11 -0.15
-0.22 0.34 -0.17

Calculated values
E_LUMO (spin up / spin down): -0.09 / -0.08 eV
Net charge: 0
Frontier orbital gap (spin up / spin down): 9.260 / 9.260 eV
HOMO (spin up / spin down): -9.35 / -9.35 eV

=====

Record 18
Molecular formula: C3H7N3O2
Method: DFT, ωB97M-V/def2-TZVPD

Element x y z (Å)
N (-2.25755, -0.94275, -0.11488)
N (-0.69848, -0.96762, -0.09267)
C (-0.26724, 0.20465, -0.08579)
N (-1.05663, 1.27285, -0.08984)
C (1.20159, 0.70681, 0.15977)
C (2.35229, -0.28890, -0.05679)
O (3.39507, 0.11520, -0.38383)
O (1.99159, -1.60855, 0.13661)
H (-2.82663, -1.67912, 0.51025)
H (-2.73597, -1.07322, -1.05928)
H (-2.08188, 0.87409, -0.48674)
H (-0.75213, 2.16922, 0.52218)
H (1.16007, 1.29239, 1.14781)
H (1.45775, 1.57297, -0.36433)
H (1.11815, -1.64803, 0.25755)

Cartesian forces (eV/Å) of the 3 atoms listed first:
-1.37 -1.47 0.08
-2.77 -3.60 -0.67
1.99 3.71 1.57

Calculated values
E_LUMO: 0.50 eV
Net charge: 0
Frontier orbital gap: 9.969 eV
SMILES string: N/N=C(\N)CC(=O)O
HOMO: -9.47 eV

=====

Respective largest force on an atom values: 0.74, 2.35, 3.58, 5.36, 4.23, 7.19, 3.26, 2.38, 1.25, 2.06, 0.75, 5.33, 6.86, 9.76, 1.16, 4.24, 1.76, 7.21 eV/A.
Respective energy relative to the best compared isomer or geometry (same formula, charge and spin) values: 2.718, 2.669, 4.436, 4.311, 4.081, 7.593, 5.809, 5.981, 2.137, 1.245, 4.531, 2.343, 7.709, 6.168, 5.657, 4.159, 6.966, 4.548 eV.